No. 1
Molecular formula: C25H36Cl3GeN4O6Tc
Method: DFT, the ωB97M-V functional and the def2-TZVPD basis

HOMO-LUMO gap (alpha / beta), hartree: 0.3053 / 0.2553
Expectation value of S²: 3.779
Relative energy (zero: lowest compared OMol25 entry of this formula, charge and spin), kJ/mol: 80.56

```
! RIJCOSX wB97M-V def2-TZVPD def2/J DEFGRID3
* xyz 1 4
Tc 1.56 0.58 2.11
C 2.24 -3.13 0.62
C 2.80 -1.73 0.59
C 3.81 -1.51 -0.53
O 1.74 -0.72 0.50
C 3.58 -1.46 1.92
O 4.37 -2.26 2.33
O 3.31 -0.28 2.43
H 1.90 -3.45 -0.37
H 1.41 -3.21 1.32
H 3.03 -3.81 0.94
H 3.37 -1.73 -1.50
H 4.66 -2.17 -0.36
H 4.16 -0.48 -0.52
H 0.83 -1.09 0.18
C -2.67 1.38 2.62
C -1.38 0.64 2.49
N -0.32 1.05 2.01
H -3.50 0.77 2.26
H -2.61 2.32 2.07
H -2.87 1.59 3.67
Cl 1.58 4.03 6.38
C 1.65 2.27 6.34
Cl 0.21 1.57 7.10
Cl 3.12 1.67 7.09
C 1.63 1.85 4.94
N 1.60 1.51 3.85
C -1.16 -2.85 3.74
C -0.62 -1.55 3.25
O -1.58 -0.65 3.07
O 0.57 -1.37 3.02
H -1.88 -2.68 4.54
H -0.34 -3.48 4.09
H -1.67 -3.35 2.92
C 2.63 4.25 -1.21
Ge 1.84 2.51 -0.77
C 2.41 1.24 -2.16
C -0.11 2.58 -0.82
C 2.44 2.17 1.10
H 2.42 4.52 -2.24
H 3.71 4.23 -1.07
H 2.22 5.03 -0.56
H 2.06 1.65 -3.11
H 1.98 0.25 -2.02
H 3.50 1.16 -2.21
H -0.46 2.98 -1.77
H -0.50 3.21 -0.01
H -0.51 1.57 -0.69
H 2.23 3.12 1.59
H 3.52 2.02 1.09
C -2.27 -0.10 -4.55
N -1.52 -0.88 -3.58
N -1.77 -0.78 -2.22
C -0.65 -1.20 -1.53
O -0.60 -1.25 -0.27
C 0.31 -1.55 -2.52
C -0.26 -1.32 -3.75
C 0.33 -1.45 -5.10
C -3.10 -0.69 -1.74
C -4.10 -1.41 -2.38
C -5.42 -1.29 -1.96
C -5.73 -0.46 -0.89
C -4.71 0.23 -0.24
C -3.40 0.12 -0.65
H -3.09 0.41 -4.05
H -2.68 -0.74 -5.33
H -1.63 0.66 -5.00
H 1.29 -1.95 -2.34
H 1.25 -2.03 -5.05
H 0.57 -0.47 -5.52
H -0.36 -1.94 -5.79
H -3.86 -2.07 -3.20
H -6.20 -1.84 -2.46
H -6.75 -0.36 -0.56
H -4.96 0.88 0.59
H -2.60 0.66 -0.15
*
```

=====

No. 2
Molecular formula: C25H36ClN2O6PS2
Method: DFT, the ωB97M-V functional and the def2-TZVPD basis

HOMO-LUMO gap, hartree: 0.2844

```
! RIJCOSX wB97M-V def2-TZVPD def2/J DEFGRID3
* xyz 0 1
C 0.15 2.59 0.53
C -1.40 2.85 0.37
Cl -1.87 4.54 0.94
C -2.15 1.82 1.31
C -2.34 0.40 0.66
C -1.47 -0.73 1.02
C -0.31 -0.47 2.04
C 0.38 -1.77 2.60
C -0.65 -2.50 3.56
O 0.97 -2.60 1.59
C 1.37 -3.88 2.10
C 2.20 -4.56 0.95
C 3.54 -4.14 0.55
C 4.20 -4.85 -0.57
C 3.55 -5.96 -1.29
C 2.20 -6.38 -0.90
C 1.57 -5.68 0.21
C -1.78 -2.05 0.37
C -2.84 -2.19 -0.59
C -3.72 -1.04 -0.99
N -4.68 -1.29 -1.95
C -5.37 -0.14 -2.21
C -5.16 1.17 -1.54
P -6.27 2.60 -2.04
O -5.49 3.71 -2.65
O -7.32 1.99 -3.20
O -7.10 3.03 -0.67
N -4.21 1.38 -0.60
C -3.46 0.25 -0.34
H 0.33 1.59 0.03
H 0.71 3.41 0.01
H 0.46 2.45 1.60
H -1.74 2.68 -0.68
H -1.71 1.77 2.35
H -3.19 2.22 1.45
H 0.49 0.15 1.53
H -0.68 0.13 2.91
H 1.24 -1.41 3.26
H -0.12 -2.77 4.53
H -1.14 -3.40 3.12
H -1.46 -1.78 3.87
H 0.50 -4.59 2.28
H 1.93 -3.83 3.07
H 4.07 -3.28 1.05
H 5.22 -4.57 -0.94
H 4.04 -6.47 -2.15
H 1.63 -7.21 -1.39
H 0.52 -5.97 0.51
H -1.18 -2.95 0.62
H -3.01 -3.21 -1.03
H -6.16 -0.20 -3.00
H -8.09 1.57 -2.78
H -7.42 2.21 -0.24
C 0.48 6.74 -2.38
S -1.00 5.83 -1.92
O -0.69 4.38 -2.05
C -1.97 6.30 -3.36
H 1.25 6.56 -1.62
H 0.84 6.40 -3.35
H 0.26 7.81 -2.41
H -1.45 5.99 -4.27
H -2.11 7.38 -3.36
H -2.94 5.81 -3.31
C 8.17 -0.20 1.33
S 6.67 -1.10 1.74
O 6.96 -2.55 1.57
C 5.73 -0.57 0.30
H 8.93 -0.42 2.08
H 8.54 -0.51 0.35
H 7.96 0.87 1.33
H 6.25 -0.86 -0.61
H 5.60 0.52 0.34
H 4.75 -1.05 0.33
*
```